DFT (the ωB97M-V functional and the def2-TZVPD basis) results for the molecule C8H18Cl2Si2 in a non-equilibrium geometry.

XYZ file:
```
30
Properties=species:S:1:pos:R:3:forces:R:3:nbo_charge:R:1
Cl -0.838 -1.532 1.529 0.03 0.86 -0.56 0.00
Cl 1.371 0.364 -1.710 -0.51 0.21 0.54 -0.02
Si 1.418 0.706 1.452 0.83 -0.67 1.00 1.62
Si -1.434 -0.765 -1.497 -2.64 -0.04 -1.65 1.64
C 1.559 -0.194 3.050 1.16 -1.87 1.25 -1.15
C -1.426 -2.641 -1.595 -0.78 0.56 -2.21 -1.11
C 0.070 -0.296 -0.673 0.82 -0.11 -1.21 -0.49
C 0.192 -0.405 0.614 0.97 0.01 1.23 -0.44
C -1.280 0.187 -3.115 0.59 -1.95 -0.68 -1.11
C -2.914 0.035 -0.638 0.38 0.56 0.27 -1.11
C 0.601 2.393 1.700 0.89 -0.10 0.53 -1.10
C 3.166 0.604 0.671 -0.22 0.53 0.78 -1.08
H 2.601 -0.295 3.436 -0.60 0.77 -0.04 0.24
H 3.148 -0.117 -0.112 0.00 -0.37 -0.65 0.25
H -2.080 -3.084 -0.824 0.91 -0.16 -0.37 0.26
H 3.907 0.192 1.379 -0.35 0.65 0.06 0.24
H -3.120 0.934 -1.225 -0.43 -0.25 -0.33 0.23
H 3.475 1.574 0.253 0.13 -0.39 0.13 0.24
H 1.448 3.032 2.079 -1.02 -0.09 -0.60 0.24
H 0.115 2.746 0.797 0.42 0.40 -0.30 0.24
H -0.547 0.964 -3.031 0.07 0.53 0.05 0.25
H -0.827 -0.555 -3.831 -0.49 0.79 0.21 0.23
H -3.834 -0.548 -0.472 0.50 0.26 0.00 0.25
H 1.319 -1.305 2.994 -0.17 1.43 -0.24 0.25
H 0.912 0.246 3.800 -0.03 -0.07 0.42 0.24
H -2.549 0.514 0.279 -0.31 -0.56 0.32 0.24
H -2.195 0.580 -3.510 -0.54 0.01 -0.26 0.23
H -1.714 -2.968 -2.654 -0.05 0.32 1.50 0.24
H -0.347 -2.770 -1.602 0.05 -0.94 0.77 0.24
H -0.198 2.406 2.455 0.38 -0.35 0.01 0.25
```
Forces are in eV/Å.

gap between HOMO and LUMO = 9.7 eV
molecular weight = 241.3 g mol⁻¹
SMILES string = C[Si](C)(C)/C(Cl)=C(\Cl)[Si](C)(C)C

DFT (the ωB97M-V functional and the def2-TZVPD basis) results for a structure of composition C49H48IKN12O3P2S3 in a non-equilibrium geometry.

XYZ file:
```
119
Properties=species:S:1:pos:R:3:forces:R:3:mulliken_charge:R:1
I -1.093 5.675 -0.865 0.29 -0.06 0.08 -0.83
K 2.059 4.189 0.186 -0.04 0.44 -0.47 0.56
S 2.052 -1.917 1.226 1.30 -1.89 0.03 -0.06
S -5.021 -1.746 -6.477 0.35 0.43 0.44 -0.10
S 6.393 1.903 2.578 -1.17 -0.51 0.47 -0.21
P -0.981 -0.985 -1.363 0.02 0.76 1.33 -0.66
P 0.271 0.044 -3.744 0.25 -0.42 0.39 0.49
O 4.018 2.717 -0.841 -0.65 -0.37 0.29 -0.22
O 5.835 3.483 -1.577 -0.82 0.50 0.22 -0.47
O 1.438 -1.589 2.671 1.06 1.81 1.83 -0.47
N -1.398 2.065 2.025 0.00 0.17 0.93 -0.36
N 2.661 -0.060 5.340 0.96 2.50 0.99 -0.44
N 3.890 1.692 6.347 -0.07 -0.34 -0.05 -0.78
N 1.323 2.291 1.838 -1.58 0.77 0.56 0.13
N 1.093 -1.007 0.289 -0.18 1.54 -2.27 0.28
N -2.720 -0.915 5.051 -0.28 0.31 -0.30 -0.79
N -1.234 -1.951 3.612 -0.70 -1.15 -0.60 -0.21
N -1.118 -0.758 -3.066 -0.38 -0.01 -0.62 0.43
N -4.704 -1.874 3.854 1.70 0.79 0.38 -0.71
N 3.953 0.978 2.736 1.09 -0.01 0.61 0.03
N -0.458 -0.376 5.004 0.91 1.40 1.72 0.10
N 4.669 3.723 -1.211 1.37 -0.17 -0.38 -0.13
C 1.326 3.571 3.943 0.59 0.01 -1.56 -0.57
C 1.534 -0.596 -6.097 0.27 0.53 -0.12 -0.69
C -1.848 -2.568 -1.004 0.01 0.66 0.36 1.16
C 3.570 1.007 5.244 -0.68 -1.47 0.72 0.56
C -1.977 3.688 -5.228 -0.45 0.57 0.23 -0.57
C -3.438 2.270 3.305 -0.52 -0.15 -0.62 -0.80
C 1.426 -0.686 7.442 1.67 0.63 -0.52 -0.60
C -2.798 3.153 4.134 -2.23 0.12 0.85 -0.41
C -3.494 -1.017 -5.723 1.17 -0.03 -1.98 -0.26
C -0.315 1.545 -4.548 -0.05 0.18 -0.62 0.91
C 5.644 1.726 4.116 0.39 0.60 1.01 -0.45
C 3.711 -1.604 -1.366 0.47 0.53 -0.01 -1.21
C -1.484 -1.077 4.580 -1.11 -0.55 -0.69 0.69
C 3.086 1.254 8.706 -1.45 -0.22 0.82 -0.73
C -2.603 -4.758 -1.652 0.06 2.61 3.21 -1.39
C -2.672 1.806 2.213 0.21 -0.15 -0.18 -0.09
C 0.596 4.119 5.003 2.23 -0.03 0.02 -0.65
C 2.109 0.519 9.480 2.84 2.43 -2.10 -0.83
C -0.759 2.791 3.014 -1.13 -0.05 -0.98 1.16
C -3.200 -3.816 0.583 1.02 0.95 0.64 -0.56
C -0.104 2.776 -3.933 -2.69 0.77 -0.86 -1.09
C -3.271 -1.550 -4.324 -1.34 2.14 0.79 -1.21
C 1.874 -1.435 -7.125 -0.10 -0.24 -0.25 -0.67
C 0.273 -3.066 -6.418 0.34 0.97 0.77 -0.95
C -2.555 -0.552 -3.413 1.26 0.73 -0.69 -1.23
C -2.453 -2.638 0.265 -0.91 -2.54 -2.00 -0.74
C 4.924 1.252 1.905 -0.27 0.57 -0.39 -0.11
C 0.792 -1.423 -1.083 0.26 -1.25 -0.64 0.87
C 1.713 -0.245 -0.917 -1.01 0.24 1.22 0.31
C 3.141 1.088 7.328 -0.75 -0.85 -0.73 0.31
C -2.089 2.473 -5.924 2.45 1.43 1.47 -0.60
C 3.134 -0.412 -1.148 0.08 1.50 0.24 -1.21
C 1.279 -2.674 -7.280 -0.20 -0.93 -0.14 -0.54
C 0.593 -1.002 -5.176 -0.13 0.08 -0.02 0.31
C -1.452 3.413 4.068 1.21 -0.45 -0.44 1.27
C 2.351 0.064 6.689 -0.50 -0.86 -0.37 0.78
C -0.728 4.087 5.085 -1.63 -0.52 0.75 -1.23
C -4.450 -2.505 -7.975 0.09 -2.45 -0.11 -0.84
C -3.724 -1.414 4.323 -0.92 -0.65 0.48 0.62
C 2.850 -2.700 -1.671 0.10 -1.79 -0.60 -0.58
C -0.980 3.851 -4.248 -0.44 -1.91 -1.76 -0.51
C 4.382 1.232 4.072 0.33 0.15 -2.51 -0.59
C -3.226 -4.847 -0.339 -0.77 -1.81 -1.28 -0.53
C 0.630 2.940 2.934 2.28 -1.28 -0.79 -0.22
C 1.515 -2.606 -1.665 -2.07 -0.32 -0.99 -0.14
C -0.027 -2.217 -5.353 -0.60 -0.31 -0.27 -0.13
C -1.164 1.472 -5.661 -1.45 -1.99 -0.98 -0.66
C 1.358 -0.366 8.778 -2.07 -2.70 0.76 -0.39
C -1.908 -3.595 -1.967 -1.48 -0.24 3.59 -0.10
H -3.615 -3.217 -7.834 -0.36 0.12 0.52 0.25
H 2.051 1.669 2.119 0.83 -0.28 0.56 -0.26
H -1.181 4.300 6.062 -0.20 0.31 -0.66 0.28
H -4.225 -1.541 -3.825 -0.95 -0.15 -0.13 0.75
H -4.504 1.900 3.310 1.28 0.92 0.50 0.32
H -3.035 -2.563 -4.263 1.06 -1.61 -0.16 0.46
H -3.625 -3.874 1.625 0.17 -0.17 -1.42 0.36
H -1.263 -3.440 -2.746 1.03 -0.13 -2.43 0.44
H 1.595 -3.388 -8.037 0.03 0.40 -0.16 0.36
H 0.533 -0.639 4.915 -0.64 0.06 -0.29 0.00
H 0.900 -3.330 -2.304 0.92 0.80 1.41 0.01
H 2.038 0.755 10.516 -0.27 -0.27 0.62 0.42
H -0.989 4.752 -3.736 0.50 1.48 1.14 0.47
H 4.860 1.315 0.815 -0.33 -0.41 0.33 0.24
H -0.259 -3.985 -6.520 -0.17 -0.55 -0.17 0.50
H -2.775 2.491 -6.688 -1.53 -0.69 -1.82 0.58
H -3.202 1.216 1.461 0.41 0.01 -0.01 0.41
H 2.573 -1.117 -7.851 0.82 0.29 -0.62 0.47
H -2.594 -1.202 -6.397 -1.13 -0.37 0.65 0.04
H -3.296 3.734 4.900 -0.52 -0.37 0.23 0.43
H 0.970 -1.599 7.072 -0.25 0.33 -0.09 0.42
H 2.444 3.671 3.857 -1.29 -0.25 0.36 0.27
H -5.276 -3.143 -8.388 0.55 0.80 0.34 0.31
H 0.648 1.741 1.316 -0.20 0.01 -0.02 0.20
H -4.057 -1.891 -8.735 -0.04 1.37 -0.91 0.33
H -2.687 0.397 -3.938 0.41 0.21 0.15 0.48
H -2.446 -1.852 0.957 0.27 1.21 0.75 0.76
H 3.255 -3.672 -2.037 -0.05 1.00 0.13 0.33
H -0.632 0.242 5.797 0.07 -0.23 -0.51 0.28
H 3.699 2.012 9.162 0.21 0.14 0.22 0.41
H 2.035 -0.874 3.082 -1.14 -1.09 -0.20 0.23
H -1.969 -2.605 3.369 0.38 0.31 -0.11 0.16
H 3.633 0.564 -1.071 0.43 -0.67 -0.25 0.54
H -3.109 -0.364 -2.498 -0.03 -0.46 0.41 0.61
H 1.228 0.728 -1.088 0.58 -0.32 0.35 0.90
H -3.799 -5.815 -0.085 1.04 1.62 -0.41 0.24
H 4.796 -1.697 -1.488 -0.49 0.04 0.14 0.44
H 1.966 0.401 -6.031 0.09 -0.18 0.03 0.45
H -0.836 -2.407 -4.675 -0.13 -0.52 0.21 0.42
H -3.543 0.088 -5.820 -0.44 -0.67 0.67 0.26
H 0.697 -1.061 9.302 -0.08 0.40 0.41 0.28
H 1.212 4.461 5.797 0.16 0.56 0.85 0.42
H -1.269 0.478 -6.273 0.45 1.94 1.37 0.25
H -0.364 -1.934 3.122 0.55 -0.10 -0.26 0.17
H 0.519 2.917 -3.104 1.04 -0.10 1.08 0.64
H -2.470 -5.553 -2.279 -0.32 -2.25 -1.44 0.54
H 6.077 2.090 5.044 0.13 -0.28 -0.31 0.47
H -2.730 4.526 -5.470 1.39 -1.35 0.60 0.25
```
Forces are in eV/Å.

gap between HOMO and LUMO = 6.3 eV
total charge = -2
molecular weight = 1177.2 g mol⁻¹